Record 1
102
Properties=species:S:1:pos:R:3 method="wB97M-V/def2-TZVPD" homo_ev=-7.83 gap_ev=3.8294 molar_mass_da=787.52 charge=0 total_energy_ha=-5917.42340
Zn 1.7517 3.3749 1.9549
Zn 4.6451 -0.1724 0.3139
O -3.1040 -3.4919 -2.8381
O -0.5779 -5.5673 4.7980
O 1.5569 1.1116 -0.1652
O 0.1079 0.9237 1.1265
O 1.5050 -0.6015 0.5729
O -1.6594 3.3409 -8.3038
O 7.4845 -7.2249 1.8989
O 4.7546 2.3041 2.3930
O 4.8037 4.0705 1.5741
O -8.0115 1.7282 3.1926
O 6.1052 2.5298 0.9410
O -0.2463 6.4504 0.7478
O 0.9698 3.9163 5.5358
N -5.0504 2.9873 1.3446
N -0.3365 8.7042 0.6405
N -0.5085 -3.4065 4.3221
N 1.3216 4.1184 7.6506
N 6.7960 -3.6106 1.5899
N 0.5034 2.2217 6.8773
N -2.1368 7.6075 0.8159
N -1.2774 -5.0396 -4.4003
N 0.5039 -4.7448 3.0320
N 0.9177 2.2788 -5.8737
C -7.3026 2.4281 2.1907
C 6.1160 -5.2205 -0.0681
C -0.3362 3.0444 -7.7589
C -1.9723 -2.9068 -3.4873
C -5.7815 2.4422 2.4620
C -5.3229 3.1056 3.6882
C 0.4194 -3.4336 -4.2796
C 5.5633 3.1299 1.8831
C 0.8981 3.4362 6.6151
C -2.4637 2.1335 -8.5699
C 7.7002 -5.8071 1.9099
C -0.8228 -3.9110 -3.6210
C -2.9442 -3.5685 -1.4196
C 8.5651 -8.0169 2.3051
C -0.9341 3.7450 -5.3472
C 0.7158 0.3073 0.2964
C -0.2156 -4.6454 4.1127
C -0.8332 7.5196 0.7138
C -0.4227 2.6706 -6.2368
C -9.3817 1.3447 2.7972
C 6.4630 -5.0353 1.4471
H 1.0526 -4.2946 -4.4937
H -2.0915 -4.2183 -1.2225
H -0.8704 9.4787 0.2730
H -2.2071 -2.6621 -4.5232
H -9.8252 2.2980 2.5097
H 5.1807 -4.7790 -0.4124
H -4.1134 2.6395 1.4905
H -1.0675 -3.3182 5.1587
H -1.8139 1.3305 -8.9178
H -0.1412 -2.6176 3.8094
H 8.8554 -7.7529 3.3221
H 6.7834 -3.4832 2.5917
H -7.4936 2.0552 1.1844
H 0.6703 8.7205 0.7198
H 9.4904 -7.8876 1.7436
H 0.3387 1.9438 7.8343
H -7.8050 3.3954 2.1859
H -1.5409 -4.6561 -5.2967
H 8.0057 -5.4819 2.9043
H -2.1593 -5.2026 -3.9358
H -2.5040 8.5446 0.9003
H 0.7920 -3.9184 2.5278
H -5.3574 2.5818 0.4720
H -0.4741 -4.3451 -2.6840
H 0.8232 -5.6893 2.8705
H -4.2390 2.9989 3.7299
H 1.4374 3.1448 -5.8720
H 5.5941 -5.2452 2.0708
H 7.7710 -3.4423 1.3865
H 0.9009 1.9967 -4.9040
H -0.3670 4.6718 -5.4337
H 0.3805 -2.9603 -5.2607
H -9.9576 0.9499 3.6342
H 6.8571 -4.7914 -0.7424
H 1.7338 5.0342 7.5432
H -5.5778 4.1653 3.6767
H -2.7245 6.7966 0.6846
H 0.2103 2.2751 -8.3046
H 0.2983 3.9151 -7.9247
H -2.7661 -2.6238 -0.9058
H 8.5156 -9.0958 2.1583
H 6.1450 -6.2452 -0.4384
H -3.7489 -4.1161 -0.9291
H 8.5085 -5.6578 1.1940
H -5.5136 1.3899 2.5575
H -1.0247 1.7852 -6.0327
H -5.7706 2.7093 4.5996
H -1.1877 3.4685 -4.3238
H 0.2547 1.5666 6.1500
H 1.0299 -2.8086 -3.6279
H 1.1867 3.7878 8.5954
H -9.2771 0.6618 1.9541
H -2.9303 1.9229 -7.6076
H -3.2783 2.3458 -9.2623
H -1.6646 -1.9985 -2.9692
H -1.8494 4.1471 -5.7817


Record 2
117
Properties=species:S:1:pos:R:3 method="wB97M-V/def2-TZVPD" homo_ev=-10.44 gap_ev=10.8377 molar_mass_da=1198.58 charge=0 total_energy_ha=-8830.50937 smiles="COP(=O)(OC)OC.COP(=O)(OC)OC.COP(=O)(OC)OC.COP(=O)(OC)OC.COP(=O)(OC)OC.COP(=O)(OC)OC.ClC(Cl)Cl.ClC(Cl)Cl.ClC(Cl)Cl"
Cl -0.4160 2.2506 -2.0900
Cl 3.2107 3.4648 -2.3756
Cl -5.0378 0.8377 -3.0338
Cl 6.0262 3.2323 -1.7129
Cl 5.0168 1.8874 -4.0724
Cl -2.4964 -0.4750 -3.2892
Cl 1.0704 2.9597 0.3511
Cl -0.0390 0.3497 0.1295
Cl -3.4432 1.3057 -5.4168
P 0.3863 -4.0033 0.7391
P -2.1577 5.5460 -4.6398
P 3.7611 -0.3461 1.6949
P 1.7417 -0.4610 -4.4501
P -0.8365 0.5053 5.9128
P -4.3548 -2.3232 3.1549
O -3.0778 4.3382 -4.0888
O 3.2734 -1.5063 2.4590
O 0.0817 -0.7726 6.2354
O -5.2149 -1.5523 4.2522
O 3.5779 1.0902 2.4002
O -2.1731 0.5646 6.5290
O -0.7950 0.4559 4.3321
O -5.1145 -3.1600 2.2332
O 1.9720 -4.1159 0.5291
O 2.2268 0.2036 -3.2357
O 3.0697 -0.1041 0.2625
O 0.4765 0.2284 -5.1442
O -0.0131 -5.5574 0.8716
O -3.5851 -1.0617 2.4937
O 1.2443 -1.9721 -4.1986
O -2.3223 5.4681 -6.2100
O -3.2015 -3.0413 3.9964
O -0.3234 -3.2752 -0.3072
O 5.3248 -0.4639 1.4070
O -0.6688 5.0390 -4.3739
O 0.2067 -3.4857 2.2398
O -2.4893 6.8381 -4.0251
O 2.8237 -0.5970 -5.6121
O 0.1258 1.7210 6.2853
C -0.4814 -2.0836 6.1646
C 0.6576 1.7175 -0.7818
C 4.6529 2.3669 -2.4509
C 2.4543 1.2821 3.2644
C -4.6354 -1.0677 5.4505
C 0.6229 1.5285 -5.6973
C 2.8646 -4.8025 1.3865
C 2.8128 -1.2181 -0.5934
C -2.7272 -4.3393 3.7278
C 0.5770 -2.2699 -2.9813
C 2.5793 -1.2905 -6.8227
C -2.6720 -1.2970 1.4189
C 6.0761 0.6674 0.9038
C 0.0293 5.5461 -3.2351
C 0.8995 -2.2749 2.6188
C -1.2099 1.5497 3.5336
C -1.2185 -6.0732 0.3022
C -4.4981 4.4801 -4.1895
C -3.3928 1.0350 -3.6488
C -0.1053 2.5772 7.3879
C -1.9910 4.3021 -6.9565
H -5.0966 -1.4930 6.3430
H -3.0260 -0.9536 0.4483
H 1.2382 -1.6793 1.7728
H 7.0694 0.5789 1.3291
H -1.1824 2.5226 4.0227
H 2.0227 0.3401 3.6056
H -1.6496 -4.3257 3.5818
H 2.4461 -0.6065 -7.6651
H -4.7561 0.0123 5.5463
H 3.1271 -5.8041 1.0558
H -1.9756 -5.3099 0.1347
H 4.3948 1.5203 -1.8269
H 3.7736 -4.2020 1.4492
H -1.1263 2.5269 7.7633
H 0.2254 -1.6795 3.2323
H 1.6555 1.8946 -5.6660
H 1.7663 -2.5636 3.2076
H 6.0472 0.6043 -0.1843
H 2.5094 -4.8367 2.4188
H -3.5623 -1.2137 5.5515
H -3.2306 -4.8845 2.9250
H 3.2727 -1.0489 -1.5643
H 0.4684 -1.3907 -2.3433
H -0.9142 -6.6038 -0.6041
H -0.3530 6.5096 -2.8981
H 0.0238 2.2803 -5.1855
H 0.3785 1.4729 -6.7601
H 1.6544 -1.8742 -6.8604
H -2.4780 -2.3652 1.2797
H 1.0928 5.6741 -3.4211
H 2.7882 1.8825 4.1058
H 5.5887 1.6048 1.1721
H -1.4104 3.6172 -6.3467
H 3.4215 -1.9616 -6.9740
H -4.9323 4.0232 -3.3063
H -2.8790 3.8062 -7.3562
H -1.6064 -6.8382 0.9782
H -0.3808 -2.7528 -3.1671
H -1.4329 -2.1183 5.6286
H 0.5644 2.3240 8.2156
H 1.7435 -1.3968 -0.7305
H 0.1759 3.5921 7.1074
H -0.6699 1.6111 2.5881
H 1.5580 1.3538 -1.2654
H -1.4742 4.5750 -7.8776
H -1.7460 -0.8291 1.7469
H 0.1555 -2.8043 5.6524
H -0.1061 4.8640 -2.3978
H -4.9178 4.0174 -5.0887
H 3.1533 -2.1545 -0.1428
H -0.6317 -2.3997 7.1962
H -2.9176 -5.0273 4.5621
H -2.2212 1.3263 3.1746
H 1.1487 -2.9585 -2.3547
H -4.7296 5.5355 -4.3541
H 1.6715 1.7867 2.7035
H -2.8805 1.8710 -3.1919


Record 3
87
Properties=species:S:1:pos:R:3 method="wB97M-V/def2-TZVPD" homo_ev=-7.48 gap_ev=7.9264 molar_mass_da=434.70 charge=0 total_energy_ha=-1395.08429
O -11.5138 3.0789 -20.4888
O -9.4076 -0.3721 -17.0594
O -7.6966 5.4836 -17.1436
O -12.6210 5.5946 -19.1281
O -10.1957 5.3700 -19.8306
O -9.2624 4.8140 -18.0362
N -6.3654 8.2358 -19.4692
N -9.1752 0.5842 -14.8213
C -7.3201 4.7932 -16.0246
C -11.8293 6.0641 -16.9398
C -8.7093 1.7900 -14.2546
C -8.3981 -0.6202 -14.4101
C -11.4452 5.7584 -18.3323
C -5.8707 8.6059 -18.1273
C -9.5861 0.7729 -17.8988
C -13.3869 6.0929 -16.9983
C -4.2446 8.3703 -20.6887
C -11.1417 -0.9068 -14.9322
C -5.7458 8.7193 -20.6472
C -6.8823 -0.4280 -14.6328
C -8.2008 6.7378 -19.0917
C -5.9049 10.2357 -18.0327
C -9.1947 3.4625 -18.3717
C -13.5741 6.4304 -18.4495
C -6.7407 6.8165 -19.5700
C -9.5255 3.0639 -14.7301
C -9.8352 5.0614 -21.1977
C -12.3713 3.6985 -19.5713
C -10.6173 0.3715 -14.4806
H -10.8154 6.5492 -18.7400
H -12.7450 4.5933 -20.0691
H -10.8202 4.8656 -18.3136
H -11.0313 -0.9989 -16.0126
H -8.0507 4.9266 -15.2267
H -6.8520 10.6726 -18.3493
H -9.5090 -0.2205 -16.1169
H -8.7630 1.6642 -13.1732
H -3.7947 8.6385 -21.6447
H -12.1999 2.8075 -21.1028
H -8.6476 -1.4487 -15.0731
H -6.7478 6.3693 -20.5640
H -8.3463 7.0847 -18.0687
H -8.6684 1.1226 -18.3717
H -11.4769 7.0407 -16.6081
H -13.1804 3.0073 -19.3350
H -7.2533 3.7375 -16.2873
H -10.1095 3.3110 -18.9446
H -9.2930 2.7935 -17.5169
H -11.7796 3.9243 -18.6842
H -6.6108 8.2619 -17.4047
H -6.8394 -0.1444 -15.6843
H -8.8679 7.3154 -19.7315
H -11.3980 5.3172 -16.2732
H -9.2988 3.2747 -15.7752
H -13.6520 6.9342 -16.3580
H -7.6813 2.0487 -14.5084
H -5.5997 10.5110 -17.0232
H -13.7859 5.0988 -16.7966
H -10.7199 4.9720 -21.8282
H -10.6061 3.0779 -14.5878
H -5.8637 9.8011 -20.5860
H -6.3780 -1.3884 -14.5254
H -6.2266 6.1037 -18.9253
H -9.2621 3.9793 -14.2002
H -12.1773 -0.8199 -14.6035
H -14.5725 6.2230 -18.8344
H -10.1779 1.4798 -17.3174
H -3.6481 8.7083 -19.8413
H -4.0890 7.2920 -20.7234
H -10.7732 -1.7831 -14.3989
H -8.6616 5.7560 -19.2005
H -10.0847 0.5384 -18.8393
H -6.3144 5.1172 -15.7568
H -4.9472 8.1678 -17.7487
H -11.1019 1.1321 -15.0928
H -8.6450 -0.7998 -13.3637
H -9.4256 5.2871 -18.8554
H -8.3372 5.1178 -17.7579
H -9.2002 4.1760 -21.2312
H -5.1859 10.8115 -18.6154
H -10.6495 0.4041 -13.3916
H -6.3684 0.3244 -14.0345
H -13.3341 7.4795 -18.6227
H -10.9369 4.7912 -19.6380
H -9.2726 5.8993 -21.6092
H -6.3584 8.4437 -21.5057
H -8.3155 3.2428 -18.9774


Record 4
94
Properties=species:S:1:pos:R:3 method="wB97M-V/def2-TZVPD" homo_ev=-8.32 gap_ev=8.4489 molar_mass_da=512.73 charge=0 total_energy_ha=-1732.01545 smiles="NC(N)=O.NC(N)=O.CC(C)O.CC(C)O.CC(C)O.CC(C)O.CC(C)O.CC(C)O.CO"
O -0.4751 -3.3868 -1.6546
O 0.1292 -0.7414 0.4627
O 2.9456 0.7052 -2.0701
O -2.8283 -1.5205 2.4016
O -3.4004 -0.3877 -3.2507
O 3.1981 -1.7305 -1.2631
O 1.3328 1.9656 1.3768
O -0.4144 -0.9584 5.5184
O -3.2311 1.2248 -1.0237
N 1.2027 -3.2639 0.0714
N -2.3427 3.0085 0.1713
N -0.7813 -3.9165 0.5770
N -2.3261 1.0028 1.0959
C 3.3508 -0.6271 0.8862
C 2.6923 1.0880 -3.2776
C -3.3653 -1.9134 0.2356
C -0.0178 0.1565 5.0945
C -2.5825 1.7495 0.0781
C -0.2392 0.4253 3.6682
C 0.0347 -3.5206 -0.3517
C -2.4906 -0.0334 -4.0416
C 1.8972 2.4245 -3.2120
C 4.2771 -2.7803 0.4220
C -0.0777 -0.0913 -0.8085
C -1.4726 -1.1612 -4.3607
C 3.1440 3.3494 0.9318
C -3.6370 -2.1442 1.7358
C 3.9118 -1.4877 -0.2535
C 1.8712 2.7144 0.4950
C -5.0230 -1.7593 2.0559
C 0.9062 3.7400 -0.0680
C 1.7793 0.0819 -3.9301
C -0.8557 1.0614 5.9352
C -1.8541 1.3119 -3.7999
H 0.7797 0.1027 -3.5899
H 3.6543 1.1718 -3.8172
H -2.5004 3.5240 -0.6589
H -3.8091 -2.7973 -0.1838
H -0.1041 3.1919 -0.0848
H -3.4600 -3.2095 1.9803
H 1.7433 0.2646 -4.9656
H -1.0977 -1.4998 -3.4449
H 2.0122 -0.9626 -4.0568
H 2.1107 2.0986 -0.3834
H 0.3461 -1.5082 5.5024
H -1.7994 1.2814 1.8754
H 4.8371 -0.9396 -0.5107
H -0.6853 2.0875 5.6539
H -5.2204 -2.2107 2.9906
H -1.3308 0.2093 3.5881
H 3.7518 2.6332 1.5022
H -1.0251 -0.3893 -1.1924
H -1.1152 1.6923 -4.6443
H 1.4845 -3.4653 1.0636
H -2.7498 2.0338 -3.7549
H -2.5351 0.0258 1.0634
H 3.6690 -2.9563 1.3077
H -1.2937 1.2170 -2.8400
H -3.3210 0.1965 -2.4893
H 2.4756 3.1639 -2.6839
H -0.7696 -3.5106 1.5764
H -0.7022 -0.9084 -5.1276
H -3.9362 -1.1187 -0.1638
H 1.2546 4.1395 -1.0266
H 0.0177 1.4584 3.3791
H 4.2648 -3.7035 -0.2649
H 3.2215 0.3344 0.5418
H 1.7294 2.7471 -4.1835
H -3.0249 0.1135 -4.9566
H 0.5901 -0.4295 -1.5752
H -2.3257 -1.8316 -0.0840
H -1.8920 -1.9958 -4.7893
H 2.3762 -1.0413 1.2758
H 2.9815 4.1939 1.6183
H 2.9717 -0.8431 -1.6364
H 0.9825 2.2518 -2.5535
H 3.9452 -0.6019 1.8021
H -5.7325 -2.3134 1.4474
H 0.9304 1.2072 0.8928
H -5.2131 -0.7016 2.0696
H 5.2704 -2.6338 0.8820
H -1.8235 -4.1080 0.3450
H 0.2356 -0.3289 3.0871
H 1.0905 0.3899 5.2899
H -0.6902 0.9493 7.0013
H -0.0242 0.9774 -0.6375
H -3.0397 -1.6892 3.3329
H 0.5765 -1.5770 0.2628
H 1.9489 -2.6472 -0.4470
H 0.8925 4.4885 0.7109
H -1.9025 0.9382 5.7497
H 3.7047 1.1435 -1.7570
H 3.6947 3.6833 0.0680
H -1.6783 3.4267 0.7955


Repeat the third record exactly.
87
Properties=species:S:1:pos:R:3 method="wB97M-V/def2-TZVPD" homo_ev=-7.48 gap_ev=7.9264 molar_mass_da=434.70 charge=0 total_energy_ha=-1395.08429
O -11.5138 3.0789 -20.4888
O -9.4076 -0.3721 -17.0594
O -7.6966 5.4836 -17.1436
O -12.6210 5.5946 -19.1281
O -10.1957 5.3700 -19.8306
O -9.2624 4.8140 -18.0362
N -6.3654 8.2358 -19.4692
N -9.1752 0.5842 -14.8213
C -7.3201 4.7932 -16.0246
C -11.8293 6.0641 -16.9398
C -8.7093 1.7900 -14.2546
C -8.3981 -0.6202 -14.4101
C -11.4452 5.7584 -18.3323
C -5.8707 8.6059 -18.1273
C -9.5861 0.7729 -17.8988
C -13.3869 6.0929 -16.9983
C -4.2446 8.3703 -20.6887
C -11.1417 -0.9068 -14.9322
C -5.7458 8.7193 -20.6472
C -6.8823 -0.4280 -14.6328
C -8.2008 6.7378 -19.0917
C -5.9049 10.2357 -18.0327
C -9.1947 3.4625 -18.3717
C -13.5741 6.4304 -18.4495
C -6.7407 6.8165 -19.5700
C -9.5255 3.0639 -14.7301
C -9.8352 5.0614 -21.1977
C -12.3713 3.6985 -19.5713
C -10.6173 0.3715 -14.4806
H -10.8154 6.5492 -18.7400
H -12.7450 4.5933 -20.0691
H -10.8202 4.8656 -18.3136
H -11.0313 -0.9989 -16.0126
H -8.0507 4.9266 -15.2267
H -6.8520 10.6726 -18.3493
H -9.5090 -0.2205 -16.1169
H -8.7630 1.6642 -13.1732
H -3.7947 8.6385 -21.6447
H -12.1999 2.8075 -21.1028
H -8.6476 -1.4487 -15.0731
H -6.7478 6.3693 -20.5640
H -8.3463 7.0847 -18.0687
H -8.6684 1.1226 -18.3717
H -11.4769 7.0407 -16.6081
H -13.1804 3.0073 -19.3350
H -7.2533 3.7375 -16.2873
H -10.1095 3.3110 -18.9446
H -9.2930 2.7935 -17.5169
H -11.7796 3.9243 -18.6842
H -6.6108 8.2619 -17.4047
H -6.8394 -0.1444 -15.6843
H -8.8679 7.3154 -19.7315
H -11.3980 5.3172 -16.2732
H -9.2988 3.2747 -15.7752
H -13.6520 6.9342 -16.3580
H -7.6813 2.0487 -14.5084
H -5.5997 10.5110 -17.0232
H -13.7859 5.0988 -16.7966
H -10.7199 4.9720 -21.8282
H -10.6061 3.0779 -14.5878
H -5.8637 9.8011 -20.5860
H -6.3780 -1.3884 -14.5254
H -6.2266 6.1037 -18.9253
H -9.2621 3.9793 -14.2002
H -12.1773 -0.8199 -14.6035
H -14.5725 6.2230 -18.8344
H -10.1779 1.4798 -17.3174
H -3.6481 8.7083 -19.8413
H -4.0890 7.2920 -20.7234
H -10.7732 -1.7831 -14.3989
H -8.6616 5.7560 -19.2005
H -10.0847 0.5384 -18.8393
H -6.3144 5.1172 -15.7568
H -4.9472 8.1678 -17.7487
H -11.1019 1.1321 -15.0928
H -8.6450 -0.7998 -13.3637
H -9.4256 5.2871 -18.8554
H -8.3372 5.1178 -17.7579
H -9.2002 4.1760 -21.2312
H -5.1859 10.8115 -18.6154
H -10.6495 0.4041 -13.3916
H -6.3684 0.3244 -14.0345
H -13.3341 7.4795 -18.6227
H -10.9369 4.7912 -19.6380
H -9.2726 5.8993 -21.6092
H -6.3584 8.4437 -21.5057
H -8.3155 3.2428 -18.9774